# 1
Computed, not measured: one molecule with the formula C3H3NO3 in a non-equilibrium geometry, with the ωB97M-V functional and the def2-TZVPD basis.

For the HOMO energy, the calculation gives -10.9 eV. The total energy comes out at -396.53745 Ha. The gap between HOMO and LUMO is 10.137 eV. For the max |F|, the calculation gives 6.29 eV Å⁻¹. The LUMO energy comes out at -0.77 eV.

Last column: natural (NBO) charge in e.
Cartesian coordinates (Å):
N1 -1.00 1.43 -0.94  -0.5521
C1 -0.48 0.44 -0.41  0.4102
O1 0.74 0.03 -0.73  -0.4996
C2 1.52 -0.41 0.24  0.6721
O2 1.76 -0.15 1.36  -0.5155
C3 -1.20 -0.44 0.50  0.3444
O3 -0.81 -1.39 1.13  -0.4569
H1 -0.35 1.92 -1.56  0.3633
H2 2.02 -1.31 -0.30  0.0888
H3 -2.23 -0.13 0.71  0.1453

***

# 2
Computed, not measured: a 2-piece molecular cluster, C4H10NO overall, with the ωB97M-V functional and the def2-TZVPD basis.

Its charge is +1. For the HOMO energy, the calculation gives -14.9 eV. The total energy comes out at -288.10277 Ha. The gap between HOMO and LUMO is 9.947 eV. For the max |F|, the calculation gives 0.51 eV Å⁻¹. The LUMO energy comes out at -4.95 eV.

Last column: natural (NBO) charge in e.
Cartesian coordinates (Å):
C1 -1.62 0.71 -0.15  -0.0878
C2 -1.99 -0.47 -0.62  -0.2864
C3 0.00 1.88 1.17  0.1016
N1 -0.35 0.87 0.47  -0.4108
H1 -2.26 1.58 -0.13  0.2310
H2 -1.34 -1.33 -0.64  0.2317
H3 -2.99 -0.56 -1.02  0.2432
H4 1.00 1.89 1.57  0.2291
H5 -0.70 2.69 1.35  0.2256
H6 0.34 0.10 0.34  0.4742
C4 2.05 -1.13 -0.93  -0.2667
O1 1.24 -1.36 0.23  -0.7679
H7 1.97 -1.95 -1.64  0.2016
H8 1.74 -0.20 -1.42  0.1772
H9 3.09 -0.95 -0.66  0.1961
H10 1.74 -1.94 0.82  0.5082

***

# 3
Computed, not measured: C27H30F9HfO6 as an isolated structure in a non-equilibrium geometry, with the ωB97M-V functional and the def2-TZVPD basis.

Its charge is -1. For the HOMO energy (spin up / spin down), the calculation gives -0.2 / -0.3 eV. The total energy comes out at -2445.12447 Ha. The gap between HOMO and LUMO (spin up / spin down) is 2.691 / 2.710 eV. For the max |F|, the calculation gives 5.09 eV Å⁻¹. The LUMO energy (spin up / spin down) comes out at 2.46 / 2.46 eV.

Last column: Mulliken charge in e.
Cartesian coordinates (Å):
C1 -0.22 -0.04 -6.01  2.8322
C2 -0.78 -1.04 -4.96  -2.4367
C3 -0.39 1.40 -5.44  -1.9983
C4 -1.44 1.25 -4.32  -0.0273
H1 -0.72 2.05 -6.25  0.3226
H2 0.57 1.76 -5.04  0.3690
C5 -1.16 -0.18 -3.75  0.3095
H3 -0.01 -1.78 -4.71  0.5736
H4 -1.68 -1.54 -5.34  0.4997
C6 0.03 -0.10 -2.79  -0.9361
H5 -2.05 -0.58 -3.22  1.1767
H6 -2.43 1.18 -4.81  0.4927
C7 -1.55 2.26 -3.26  0.5993
C8 1.23 -0.26 -6.38  -0.5524
C9 -0.79 -0.17 -7.42  0.6808
O1 -1.39 0.75 -7.95  -0.6220
O2 2.02 -1.03 -5.85  -0.6332
O3 1.54 0.47 -7.47  -0.2180
O4 -0.55 -1.29 -8.15  -0.3709
C10 -0.14 -2.59 -7.63  -0.4739
H7 -0.52 -2.79 -6.62  0.2288
H8 0.95 -2.68 -7.66  0.1799
H9 -0.58 -3.29 -8.34  0.3332
C11 2.87 0.27 -7.94  -0.7614
H10 3.60 0.50 -7.15  0.2831
H11 2.98 0.95 -8.78  0.2544
H12 3.01 -0.77 -8.27  0.2864
O5 -0.39 0.39 -1.54  -0.2083
H13 0.83 0.54 -3.20  -0.2300
H14 0.49 -1.11 -2.71  0.2568
C12 -2.87 2.36 -2.62  -1.7955
C13 -0.49 3.21 -2.95  -1.2928
H15 0.08 3.54 -3.83  0.1797
H16 0.23 2.80 -2.23  -0.0363
H17 -0.92 4.11 -2.49  0.4433
H18 -2.80 2.59 -1.55  0.2372
H19 -3.42 1.42 -2.75  0.3652
H20 -3.48 3.16 -3.09  0.3291
Hf1 0.23 -0.29 0.23  1.6353
C14 -1.69 -1.69 0.97  -0.9300
C15 -2.12 -1.77 -0.39  -0.9110
C16 -1.11 -2.42 -1.14  -0.0813
H21 -3.09 -1.44 -0.76  0.4171
C17 -0.03 -2.73 -0.26  -1.0791
C18 -0.40 -2.34 1.07  -0.4740
H22 0.07 -2.66 1.99  0.7388
H23 -2.32 -1.41 1.80  0.7416
H24 -1.20 -2.74 -2.18  0.5586
H25 0.83 -3.36 -0.52  0.5822
C19 2.50 1.10 0.15  -1.1224
C20 2.43 0.11 1.17  -0.6906
C21 2.36 -1.18 0.54  -0.8676
H26 2.65 0.28 2.22  1.1319
C22 2.35 -0.96 -0.87  -0.5179
C23 2.46 0.45 -1.10  -0.2684
H27 2.59 0.93 -2.08  0.5089
H28 2.65 2.17 0.32  0.4684
H29 2.48 -2.14 1.05  0.5906
H30 2.40 -1.74 -1.64  0.5922
F1 0.89 2.66 3.05  -0.1918
C24 -0.15 2.10 3.72  0.3185
F2 0.02 2.33 5.05  -0.2655
F3 -1.27 2.74 3.31  -0.2516
C25 -0.24 0.60 3.38  0.7438
O6 -0.15 0.47 1.98  -0.2947
C26 0.90 -0.14 4.12  0.3260
F4 0.59 -0.46 5.40  -0.2852
F5 1.19 -1.31 3.47  -0.1551
F6 2.06 0.58 4.15  -0.2649
C27 -1.58 0.02 3.91  0.3877
F7 -1.91 0.48 5.13  -0.2610
F8 -2.59 0.32 3.05  -0.2032
F9 -1.51 -1.35 3.98  -0.2665